1:
# C3H10O3

3 unconnected molecules or ions with the total composition C3H10O3 (ωB97M-V with the def2-TZVPD basis set, the Open Molecules 2025 dataset).

The calculation puts the HOMO-LUMO gap at 8.76 eV.

Each line ends with the natural charge from an NBO analysis.
Cartesian coordinates (Å):
C1 -1.52248 2.12082 -1.12898  -0.6349
C2 -0.64171 1.27237 -0.16798  -0.2617
C3 0.54260 0.67064 -0.62372  0.0972
O1 1.01311 -0.36284 0.24789  -0.6955
H1 -2.44570 1.54091 -1.22418  0.2150
H2 -0.90810 2.07190 -1.98693  0.2044
H3 -1.64741 3.14674 -0.86316  0.2111
H4 -0.60377 1.38160 0.88624  0.1997
H5 0.79426 0.75444 -1.68466  0.1683
H6 1.81090 -0.71813 -0.16391  0.4931
O2 -3.60039 -2.90133 1.37278  -0.9357
H7 -3.79404 -2.85002 0.40303  0.4682
H8 -3.33682 -2.02984 1.60360  0.4674
O3 3.95920 -0.17826 0.09732  -0.9812
H9 4.05907 0.65169 0.65647  0.4927
H10 4.82573 -0.79284 0.15376  0.4918

2:
# C3H10O3

3 unconnected molecules or ions with the total composition C3H10O3 (ωB97M-V with the def2-TZVPD basis set, the Open Molecules 2025 dataset).

The calculation puts the HOMO-LUMO gap at 9.11 eV.

Each line ends with the natural charge from an NBO analysis.
Cartesian coordinates (Å):
C1 0.88505 1.65788 -0.93074  -0.6405
C2 -0.10682 1.23450 0.09270  -0.2672
C3 -0.28330 -0.01789 0.51400  0.1008
O1 -1.16660 -0.26965 1.56446  -0.6784
H1 1.48300 2.54854 -0.76266  0.2143
H2 1.56702 0.82235 -1.13509  0.2113
H3 0.33699 1.78499 -1.87795  0.2122
H4 -0.71358 1.99322 0.58488  0.1999
H5 0.34822 -0.80895 0.11676  0.1716
H6 -1.33587 -1.20354 1.36652  0.4743
O2 3.60350 -1.36151 0.05865  -0.9426
H7 4.16558 -0.62493 -0.17939  0.4709
H8 3.61511 -1.41391 1.03094  0.4726
O3 -3.81217 -1.30819 -0.32377  -0.9330
H9 -4.08333 -2.20754 -0.26118  0.4631
H10 -4.50280 -0.82537 0.14186  0.4705

3:
# C3H10O3

3 unconnected molecules or ions with the total composition C3H10O3 (ωB97M-V with the def2-TZVPD basis set, the Open Molecules 2025 dataset).

The calculation puts the HOMO-LUMO gap at 8.75 eV.

Each line ends with the natural charge from an NBO analysis.
Cartesian coordinates (Å):
C1 -0.06484 -0.95517 1.46070  -0.5953
C2 -0.55458 0.21705 0.99379  0.3544
C3 -2.00034 0.60096 0.94205  -0.7030
O1 0.25002 1.26091 0.60747  -0.6962
H1 0.84337 -1.36902 1.06675  0.2362
H2 -0.79100 -1.35181 2.16088  0.2105
H3 -2.16750 1.40102 0.22811  0.2365
H4 -2.63183 -0.21991 0.54898  0.2276
H5 -2.44053 0.57700 1.94430  0.2437
H6 1.14768 0.98247 0.80883  0.4801
O2 2.16733 -0.72391 -0.86680  -0.9345
H7 3.09913 -0.96712 -0.74467  0.4782
H8 2.26138 0.23159 -0.97545  0.4613
O3 -0.31504 -0.38376 -2.44943  -0.9297
H9 0.35643 0.00020 -1.87695  0.4684
H10 -1.14160 0.00517 -2.11822  0.4615

Which one is most stable, and which one is least stable? 2 is the most stable of them, while 1 is the least stable.

1:
# C3H10O3

3 unconnected molecules or ions with the total composition C3H10O3 (ωB97M-V with the def2-TZVPD basis set, the Open Molecules 2025 dataset).

The calculation puts the HOMO-LUMO gap at 9.49 eV.

Each line ends with the natural charge from an NBO analysis.
Cartesian coordinates (Å):
C1 0.90748 -2.28188 1.35265  -0.6527
C2 1.14856 -1.03083 0.68242  -0.2432
C3 0.98023 -0.78352 -0.65602  0.1076
O1 1.11456 0.45255 -1.13217  -0.7008
H1 0.73910 -3.22264 0.90157  0.2211
H2 1.83306 -2.61414 1.87689  0.2153
H3 0.01784 -2.04744 2.08699  0.2140
H4 1.50409 -0.24433 1.39219  0.2070
H5 0.98834 -1.53926 -1.38516  0.1588
H6 0.35765 0.83661 -1.34963  0.4729
O2 -4.34746 -2.97394 -0.74964  -0.9610
H7 -4.16845 -3.86775 -0.86946  0.4802
H8 -3.91134 -2.48007 -0.10263  0.4807
O3 1.09858 5.99944 0.34035  -0.9476
H9 1.37742 5.86511 1.22667  0.4722
H10 0.11916 6.06682 0.28001  0.4755

2:
# C3H10O3

3 unconnected molecules or ions with the total composition C3H10O3 (ωB97M-V with the def2-TZVPD basis set, the Open Molecules 2025 dataset).

The calculation puts the HOMO-LUMO gap at 9.29 eV.

Each line ends with the natural charge from an NBO analysis.
Cartesian coordinates (Å):
C1 2.93475 0.45356 -0.93468  -0.6369
C2 1.88043 -0.01138 0.09890  -0.2625
C3 0.90156 -0.78086 0.59030  0.1157
O1 0.11966 -0.21323 1.60389  -0.7364
H1 3.91643 -0.06301 -0.76382  0.2311
H2 2.56452 0.21907 -1.96942  0.2153
H3 2.90112 1.57840 -0.78534  0.2277
H4 2.10689 0.71086 0.92867  0.1922
H5 0.59641 -1.80679 0.37973  0.1603
H6 -0.76466 -0.06682 1.21126  0.4902
O2 -1.86116 -1.15402 -0.67160  -0.9546
H7 -1.78166 -1.90734 -0.06866  0.4793
H8 -2.80821 -1.12304 -0.83926  0.4807
O3 -2.80923 1.50969 -0.35463  -0.9501
H9 -2.47639 2.39105 -0.45007  0.4684
H10 -2.14904 0.96010 -0.79158  0.4796

Which one is most stable, and which one is least stable? 2 is the most stable of them, while 1 is the least stable.

1:
# C9H14N3

A gas-phase ion, C9H14N3 (charge +1) (ωB97M-V with the def2-TZVPD basis set, the Open Molecules 2025 dataset).

The calculation puts the HOMO-LUMO gap (alpha / beta) at 6.54 / 7.56 eV. As for the total charge: +1.

Each line ends with the natural charge from an NBO analysis.
Cartesian coordinates (Å):
C1 3.64454 -0.25833 -1.05583  0.4584
C2 3.80938 -1.09955 0.10904  -0.1068
C3 -2.32227 0.73572 0.25970  -0.4085
C4 -1.61679 1.53749 -0.81678  -0.4005
C5 -1.35755 0.43919 1.40849  -0.3924
C6 -0.43170 0.76953 -1.38637  -0.3575
C7 -0.14206 -0.34501 0.89943  -0.2221
C8 0.54014 0.46635 -0.20315  -0.1154
C9 -0.47296 -1.77829 0.47497  -0.6270
N1 2.69407 -1.15310 0.63637  -0.0664
N2 2.53602 0.10558 -1.51282  -0.2007
N3 1.58867 -0.27113 -0.75882  0.1676
H1 4.76385 -1.49501 0.40946  0.2907
H2 -3.16805 1.30174 0.65188  0.2362
H3 -2.70371 -0.19619 -0.15725  0.2081
H4 -2.29865 1.73343 -1.64924  0.2457
H5 -1.29275 2.50080 -0.41839  0.2118
H6 -1.02982 1.37856 1.85673  0.2097
H7 -1.85991 -0.14052 2.18152  0.2356
H8 -0.76203 -0.16938 -1.82757  0.2281
H9 0.08809 1.35307 -2.14594  0.2369
H10 0.57451 -0.40152 1.73055  0.2392
H11 0.88317 1.43359 0.19177  0.2545
H12 0.20095 -2.48640 0.94874  0.2329
H13 -0.38108 -1.91764 -0.59899  0.2076
H14 -1.48404 -2.04300 0.77250  0.2344

2:
# C9H14N3

A gas-phase ion, C9H14N3 (charge +1) (ωB97M-V with the def2-TZVPD basis set, the Open Molecules 2025 dataset).

The calculation puts the HOMO-LUMO gap (alpha / beta) at 7.76 / 8.23 eV. As for the total charge: +1.

Each line ends with the natural charge from an NBO analysis.
Cartesian coordinates (Å):
C1 -2.95128 -0.50130 -0.57540  -0.1852
C2 -3.10049 0.62816 0.24480  -0.1956
C3 -1.65684 -0.97285 -0.89555  -0.2099
C4 -1.93672 1.32015 0.63003  -0.2120
C5 -0.50814 -0.37929 -0.41363  -0.0032
C6 -0.66288 0.83097 0.35389  0.0442
C7 0.83793 -1.06782 -0.60559  -0.3337
C8 1.86546 -0.03338 -0.32590  0.0307
C9 0.94735 -2.16240 0.52041  -0.5950
N1 0.51329 1.56127 0.61468  -0.2216
N2 0.56180 1.93485 1.93784  -0.5693
N3 2.27802 0.75621 -1.54843  -0.7230
H1 -3.82335 -1.09204 -1.05328  0.2440
H2 -3.97220 1.06048 0.62816  0.2365
H3 -1.45999 -1.79494 -1.50486  0.2108
H4 -1.86542 2.27734 1.19827  0.2374
H5 0.73005 -1.31712 -1.65116  0.2314
H6 2.50324 -0.21024 0.40343  0.1913
H7 0.21819 -2.12601 1.32870  0.2371
H8 1.90532 -2.19455 0.90475  0.2094
H9 0.71721 -3.08813 0.02053  0.2360
H10 0.26532 1.32264 2.72485  0.3859
H11 1.39300 2.46316 2.08413  0.3812
H12 3.21234 1.09690 -1.32035  0.4412
H13 1.67832 1.57721 -1.40314  0.4814
H14 2.31048 0.11073 -2.29721  0.4500

Which one is most stable, and which one is least stable? 2 is the most stable of them, while 1 is the least stable.

1:
# C3H8O

A molecular structure, C3H8O (ωB97M-V with the def2-TZVPD basis set, the Open Molecules 2025 dataset).

The calculation puts the HOMO-LUMO gap at 10.25 eV.

Each line ends with the natural charge from an NBO analysis.
Cartesian coordinates (Å):
C1 -1.46397 -0.29385 0.17370  -0.6696
C2 -0.32629 0.84262 0.30219  -0.0814
C3 1.03226 -0.88692 -0.19835  -0.3640
H1 -2.34202 0.13494 0.74398  0.2249
H2 -1.80513 -0.80103 -0.84362  0.2280
H3 -1.10937 -1.21086 0.77188  0.2085
H4 -0.02065 0.99481 1.36603  0.1732
H5 -0.60633 1.86849 -0.08135  0.1934
H6 0.34660 -1.41706 -1.34500  0.2287
H7 2.44788 -0.82936 -0.04590  0.2365
H8 0.47721 -1.57245 1.01710  0.1963
O1 0.89497 0.60768 -0.40604  -0.5744

2:
# C3H8O

A single C3H8O molecule (ωB97M-V with the def2-TZVPD basis set, the Open Molecules 2025 dataset).

The calculation puts the HOMO-LUMO gap at 11.28 eV.

Each line ends with the natural charge from an NBO analysis.
Cartesian coordinates (Å):
C1 -1.10898 -0.62965 0.57537  -0.6202
C2 -0.24180 0.17698 -0.38129  0.0974
C3 1.24397 -0.09533 -0.18380  -0.6334
O1 -0.51759 1.55268 -0.15949  -0.7195
H1 -2.17239 -0.43096 0.40780  0.2184
H2 -0.93385 -1.70309 0.43967  0.2073
H3 -0.87361 -0.36069 1.61095  0.2097
H4 -0.52118 -0.09101 -1.41449  0.1499
H5 1.49674 -1.12299 -0.45969  0.2158
H6 1.84894 0.57287 -0.81139  0.2003
H7 1.53361 0.07814 0.85904  0.2103
H8 0.24863 2.04816 -0.47431  0.4641

Which one is most stable, and which one is least stable? 2 is the most stable of them, while 1 is the least stable.

1:
# C4H14N4

2 unconnected molecules or ions with the total composition C4H14N4 (ωB97M-V with the def2-TZVPD basis set, the Open Molecules 2025 dataset).

The calculation puts the HOMO-LUMO gap (alpha / beta) at 6.93 / 6.93 eV.

Each line ends with the natural charge from an NBO analysis.
Cartesian coordinates (Å):
C1 -1.01694 0.82415 -0.04106  0.1416
C2 -0.94390 -1.52400 -0.46333  0.2513
C3 1.59032 -0.38626 0.12077  -0.7023
C4 2.63571 0.70515 0.34507  -0.6047
N1 -1.47770 -0.49853 0.18817  -0.4957
N2 -1.12723 1.16304 -1.43646  -0.8762
N3 -1.59930 1.70252 0.94439  -0.8757
N4 -0.98529 -2.81460 0.02525  -0.8068
H1 -1.72932 -0.64427 1.15863  0.4073
H2 0.48479 0.33287 0.02064  0.2324
H3 -0.64939 -1.36732 -1.48572  0.2232
H4 -2.45856 2.15480 0.63350  0.3306
H5 -0.51474 1.93385 -1.67040  0.3693
H6 -2.07495 1.40314 -1.72536  0.3357
H7 -0.94798 2.42522 1.22212  0.3681
H8 -0.93249 -2.89581 1.03273  0.3783
H9 -0.35080 -3.45152 -0.43371  0.3947
H10 1.92259 -1.06869 -0.66439  0.1833
H11 1.46140 -0.98752 1.02575  0.1726
H12 2.83167 1.25238 -0.58030  0.1928
H13 3.59341 0.31044 0.69893  0.1906
H14 2.28869 1.43095 1.08478  0.1895

2:
# C4H14N4

A single C4H14N4 molecule (ωB97M-V with the def2-TZVPD basis set, the Open Molecules 2025 dataset).

The calculation puts the HOMO-LUMO gap at 9.13 eV.

Each line ends with the natural charge from an NBO analysis.
Cartesian coordinates (Å):
C1 1.10326 0.53149 -1.28761  -0.6188
C2 0.47817 0.35292 0.09947  -0.2432
C3 1.07167 -0.81621 0.86440  -0.2173
N1 2.56320 -0.66700 1.08041  -0.8442
C4 -1.12730 0.12496 0.01104  0.4139
N2 -1.76484 1.32217 -0.42277  -0.9012
N3 -1.74568 -0.20488 1.24541  -0.8978
N4 -1.47681 -0.89822 -0.90875  -0.9010
H1 0.56824 1.28440 -1.87485  0.2127
H2 2.14353 0.86302 -1.21145  0.2089
H3 1.09621 -0.40641 -1.85218  0.2111
H4 0.64292 1.27423 0.67320  0.1959
H5 0.64053 -0.89246 1.86609  0.2005
H6 0.90954 -1.76483 0.34478  0.1888
H7 2.80536 0.24162 1.47554  0.3488
H8 3.08817 -0.75631 0.20989  0.3501
H9 -2.77328 1.43273 -0.37245  0.3850
H10 -1.24565 2.13027 -0.75291  0.3752
H11 -2.61137 -0.73436 1.28906  0.3918
H12 -1.37253 0.11941 2.13316  0.3752
H13 -1.19904 -1.86473 -0.76352  0.3747
H14 -1.79430 -0.67177 -1.84596  0.3910

Which one is most stable, and which one is least stable? 2 is the most stable of them, while 1 is the least stable.

1:
# C4H14N4

3 unconnected molecules or ions with the total composition C4H14N4 (ωB97M-V with the def2-TZVPD basis set, the Open Molecules 2025 dataset).

The calculation puts the HOMO-LUMO gap at 9.54 eV.

Each line ends with the natural charge from an NBO analysis.
Cartesian coordinates (Å):
H1 2.10055 0.56608 -1.82312  0.3384
N1 1.43012 -0.14116 -2.12585  -0.6446
C1 0.22090 0.17490 -1.95920  0.1261
C2 -0.86631 -0.75491 -2.37748  -0.6882
H2 -0.11369 1.11544 -1.43624  0.1771
H3 -1.49465 -0.26594 -3.12587  0.2284
H4 -0.44783 -1.66754 -2.79574  0.2296
H5 -1.49986 -0.99396 -1.52501  0.2311
C3 -0.66688 1.54686 1.57505  -0.3092
C4 -0.68732 2.30514 0.47762  -0.4909
H6 0.12844 1.62045 2.29879  0.1856
H7 -1.53560 0.98245 1.87945  0.1936
H8 -1.58369 2.39025 -0.11941  0.1928
H9 0.10211 3.01179 0.26436  0.1913
N2 -0.58934 -1.72407 1.54972  -0.6618
N3 0.29133 -0.73576 1.07500  -0.3089
N4 1.62136 -0.89049 1.57681  -0.6951
H10 -0.71024 -1.57462 2.54846  0.3503
H11 -0.21200 -2.66718 1.41924  0.3257
H12 0.27314 -0.77125 0.05097  0.3412
H13 2.06411 0.01492 1.55634  0.3526
H14 2.17537 -1.54140 1.01612  0.3348

2:
# C4H14N4

A molecular structure, C4H14N4 (ωB97M-V with the def2-TZVPD basis set, the Open Molecules 2025 dataset).

The calculation puts the HOMO-LUMO gap at 9.18 eV.

Each line ends with the natural charge from an NBO analysis.
Cartesian coordinates (Å):
C1 -0.78318 -0.48751 -0.51070  0.4196
C2 0.44433 0.37429 -0.87410  -0.2536
C3 -1.39513 0.91638 1.65338  -0.4253
C4 2.84839 0.25652 -0.34577  -0.4003
N1 -0.83390 -0.30526 1.10648  -0.7215
N2 1.53046 -0.33291 -0.16863  -0.6488
N3 -0.39031 -1.80495 -0.78199  -0.9498
N4 -1.95699 -0.02902 -1.19727  -0.8391
H1 -1.36741 -1.10432 1.43974  0.3527
H2 1.18533 -0.28914 0.82059  0.4192
H3 -1.08288 -2.47666 -0.47108  0.3582
H4 0.84393 -1.63870 -0.46202  0.4475
H5 -2.24663 0.88837 -0.88156  0.3578
H6 -2.72125 -0.68295 -1.08282  0.3624
H7 0.60965 0.29850 -1.94966  0.2161
H8 0.33786 1.41918 -0.56016  0.1793
H9 -1.37286 0.87471 2.74608  0.2046
H10 -0.78245 1.76587 1.35055  0.1829
H11 -2.43612 1.12064 1.34569  0.1587
H12 3.13140 0.19507 -1.39667  0.1990
H13 3.56915 -0.27216 0.27481  0.2047
H14 2.86862 1.31404 -0.05491  0.1756

3:
# C4H14N4

A molecular structure, C4H14N4 (ωB97M-V with the def2-TZVPD basis set, the Open Molecules 2025 dataset).

The calculation puts the HOMO-LUMO gap (alpha / beta) at 7.18 / 8.15 eV.

Each line ends with the natural charge from an NBO analysis.
Cartesian coordinates (Å):
C1 1.62091 0.79306 -0.46744  -0.5482
C2 2.64962 -0.31051 -0.55651  -0.6250
N1 0.48924 0.18266 1.62274  -0.7716
H1 0.03270 1.04519 1.93997  0.3148
H2 1.41884 0.24745 2.04496  0.3154
H3 1.86061 1.56003 0.25510  0.2037
H4 1.42667 1.27183 -1.43276  0.2077
H5 3.62795 0.09997 -0.82915  0.2103
H6 2.38553 -1.04770 -1.31870  0.1997
H7 2.75944 -0.83385 0.39360  0.2005
C3 -1.82777 -1.32753 0.80586  -0.4433
N2 -1.59485 -0.38078 -0.27469  -0.2115
N3 -0.56295 -0.47632 -1.11840  -0.4746
C4 -2.31559 0.82246 -0.30996  0.2485
N4 -2.13837 1.79448 -1.10211  -0.6433
H8 0.46233 0.20443 -0.52129  0.2911
H9 -0.18573 -1.41940 -1.02521  0.3446
H10 -1.37918 1.59164 -1.75541  0.3509
H11 -3.09482 0.86491 0.44672  0.1668
H12 -1.09378 -1.11816 1.60701  0.2534
H13 -2.85090 -1.22054 1.16293  0.2082
H14 -1.68990 -2.34336 0.43273  0.2021

Which one is most stable, and which one is least stable? 2 is the most stable of them, while 3 is the least stable.